(1)
Formula: C11H18NS
Source: OMol25
Level of theory: wB97M-V/def2-TZVPD

Properties
* energy relative to the best compared isomer or geometry (same formula, charge and spin): 0.0 kJ/mol
* net charge: +1
* Kohn-Sham gap: 8.440 eV
* electronic energy: -882.5714 Eh

Geometry as XYZ:
```
31
C11H18NS (wB97M-V/def2-TZVPD)
C -2.08702 0.33729 -1.79024
C -3.40947 -1.68128 -2.24769
C -2.79311 -0.36612 -2.60705
C 1.25593 0.53361 2.08994
C 0.26903 -0.51886 1.60057
C 1.40434 1.46499 -0.23601
C 1.17612 1.80631 1.24345
C 0.54623 -0.87589 0.13425
C 0.44930 0.38621 -0.72997
C 2.18551 2.84297 1.73021
C -0.07653 -3.07854 -0.35689
N -0.39358 -1.86880 -0.30901
S -1.28791 1.08750 -0.63628
H -4.45884 -1.68588 -2.53632
H -3.31405 -1.88700 -1.18599
H -2.95311 -0.03072 -3.62668
H 1.03404 0.77066 3.13039
H 2.27378 0.13670 2.04927
H 0.34237 -1.42168 2.20951
H -0.75303 -0.13961 1.68789
H 1.30838 2.36462 -0.84833
H 2.42460 1.09311 -0.36673
H 0.17027 2.23444 1.34869
H 1.58476 -1.23869 0.04569
H 0.60793 0.14726 -1.78375
H 3.20350 2.48082 1.61111
H 2.02006 3.05756 2.78367
H 2.09147 3.77377 1.17683
H -0.82706 -3.79101 -0.66432
H -2.90470 -2.46400 -2.81287
H 0.91080 -3.46974 -0.10331
```


(2)
Formula: C41H32CaN3O2PS
Source: OMol25
Level of theory: wB97M-V/def2-TZVPD

Properties
* energy relative to the best compared isomer or geometry (same formula, charge and spin): 20.4 kJ/mol
* net charge: -2
* Kohn-Sham gap: 4.781 eV
* electronic energy: -3313.6401 Eh

Geometry as XYZ:
```
81
C41H32CaN3O2PS (wB97M-V/def2-TZVPD)
Ca -1.16391 0.53679 -1.77124
S -2.92362 1.50696 3.59152
C -1.91641 0.17007 4.02992
C -1.48992 -0.25059 5.28542
C -0.65957 -1.35345 5.35889
C -0.26396 -2.03133 4.20015
C -0.68620 -1.61776 2.95269
C -1.51765 -0.49774 2.86303
N -2.01718 0.02316 1.67980
C -2.77161 1.05211 1.89231
C -3.48051 1.82575 0.85186
C -4.53760 2.65368 1.25074
C -5.22824 3.39089 0.30695
C -4.84679 3.29692 -1.02821
C -3.78940 2.47372 -1.39312
C -3.05240 1.69253 -0.48111
H -1.78872 0.27813 6.18259
H -0.30725 -1.69314 6.32609
H 0.39629 -2.88671 4.28216
H -0.36450 -2.11112 2.04201
H -4.83884 2.71961 2.29268
H -6.05050 4.03153 0.60584
H -5.37130 3.87438 -1.78402
H -3.52374 2.46256 -2.45003
O -2.83221 -1.39772 -5.32228
C -2.49116 -1.10175 -4.17489
O -1.54811 -0.35382 -3.79573
C -3.32169 -1.69671 -3.02346
C -4.40947 -2.52551 -3.27942
C -5.14030 -3.01114 -2.21080
C -4.76758 -2.65077 -0.92155
C -3.67353 -1.81610 -0.75973
N -2.96538 -1.35759 -1.78849
H -4.64038 -2.75170 -4.31075
H -5.99490 -3.65780 -2.37588
H -5.31108 -2.99905 -0.05302
H -3.34048 -1.48684 0.21955
C 2.80446 0.97299 -3.58911
C 3.70548 1.47411 -2.49821
C 4.85691 2.19002 -2.81067
C 5.68942 2.69511 -1.82236
C 5.37294 2.49181 -0.48913
C 4.23083 1.77476 -0.16061
C 3.39795 1.25216 -1.14570
P 1.88404 0.30574 -0.75096
C 1.58061 0.80893 1.00051
C 0.81106 1.96986 1.10244
C 0.47687 2.51781 2.33152
C 0.90536 1.89303 3.48987
C 1.65798 0.73178 3.40457
C 2.00466 0.16818 2.17852
C 2.80475 -1.10471 2.17561
C 2.40885 -1.40358 -0.87365
C 3.71311 -1.79369 -1.17093
C 4.04008 -3.09768 -1.49918
C 2.99157 -4.03759 -1.56364
C 1.70381 -3.69436 -1.26419
C 1.33763 -2.36700 -0.84263
C 0.05437 -2.05049 -0.43804
H 3.19435 1.25601 -4.56769
H 1.80494 1.40170 -3.48004
H 2.70369 -0.11416 -3.55411
H 5.08974 2.36462 -3.85553
H 6.57503 3.25688 -2.09718
H 6.00622 2.88898 0.29558
H 3.97672 1.61950 0.88128
H 0.47417 2.46612 0.19539
H -0.12740 3.41580 2.37122
H 0.63281 2.28969 4.46136
H 1.96693 0.22756 4.31404
H 3.07897 -1.37288 3.19814
H 3.71595 -1.00798 1.58303
H 2.24135 -1.92787 1.73161
H 4.49544 -1.03996 -1.16416
H 5.05791 -3.37167 -1.74728
H 3.20260 -5.06152 -1.86066
H 0.91982 -4.44424 -1.30956
H -0.16309 -1.12798 0.08802
H -0.75519 -2.76284 -0.53899
N 0.28762 3.81629 -2.64046
C -0.18153 2.79031 -2.35851
```


(3)
Formula: C6H16MgO8
Source: OMol25
Level of theory: wB97M-V/def2-TZVPD

Properties
* net charge: -3
* expectation value of S²: 0.756
* Kohn-Sham gap (alpha / beta): 3.631 / 3.357 eV
* 2S+1: 2
* electronic energy: -1039.8993 Eh

Geometry as XYZ:
```
31
C6H16MgO8 (wB97M-V/def2-TZVPD)
Mg 10.37158 -9.95804 -22.58109
O 11.00672 -10.67813 -20.75559
C 11.93887 -11.60095 -20.31568
C 13.50861 -11.22239 -20.57422
O 13.73908 -9.86263 -20.27414
H 11.60465 -12.58672 -20.63920
H 11.87145 -11.71202 -19.23345
H 13.74621 -11.32897 -21.63265
H 14.07305 -11.89530 -19.92869
O 11.84460 -7.68097 -21.22616
C 10.79151 -6.77068 -21.46815
C 9.39414 -7.22948 -22.04552
O 9.06079 -8.53549 -22.42963
H 11.26498 -5.99633 -22.07173
H 10.65241 -6.22611 -20.53424
H 8.88090 -6.48535 -22.65458
H 8.69115 -6.96102 -21.25695
O 12.12589 -9.72302 -23.54928
C 12.00241 -10.52766 -24.73175
C 10.69893 -11.42615 -24.96701
O 9.74380 -11.32293 -23.84487
H 12.84564 -11.21336 -24.81461
H 12.26317 -9.88972 -25.57623
H 11.06464 -12.44483 -25.09602
H 10.20096 -11.15802 -25.89880
O 8.30574 -11.25861 -20.66856
H 8.14219 -12.16646 -20.92408
H 9.21148 -11.25589 -20.35895
O 7.20085 -9.83791 -24.51730
H 7.27667 -10.65132 -25.01616
H 8.03297 -9.76456 -24.04995
```


(4)
Formula: C10H9FN2O9S
Source: OMol25
Level of theory: wB97M-V/def2-TZVPD

Properties
* net charge: -2
* Kohn-Sham gap: 2.971 eV
* electronic energy: -1671.1129 Eh

Geometry as XYZ:
```
32
C10H9FN2O9S (wB97M-V/def2-TZVPD)
C -1.07768 -0.36743 -1.30858
C 0.11935 0.06782 -2.18604
O 0.02742 -0.05092 -3.36584
O 1.31056 0.57583 -1.67784
C 1.17689 1.00851 -0.33692
O 1.59144 0.39341 0.54896
C 0.47186 2.41072 -0.12093
N 0.43238 3.09561 -1.42964
N 1.54093 3.93184 -1.64425
S -1.06960 3.85406 -1.71915
O -1.66925 4.45612 -0.55093
O -1.97836 2.90640 -2.30353
F -0.70773 4.98762 -2.84466
H -1.62809 -1.22949 -1.74848
H -1.80034 0.48517 -1.22542
H -0.77840 -0.69429 -0.27663
H -0.53134 2.29193 0.35168
H 1.11406 2.93675 0.62753
H 1.64986 4.02325 -2.65253
H 1.42310 4.85594 -1.22167
C 0.79500 -2.26594 1.60253
C 0.39386 -2.10422 2.91630
C -0.41762 -3.29183 3.47412
O -0.79860 -3.36004 4.65076
C -0.75437 -4.37672 2.56944
C -0.36625 -4.53181 1.25239
C 0.53476 -3.39514 0.72700
O 1.04013 -3.39616 -0.40492
O -0.65967 -5.47221 0.47031
O 0.62036 -1.12521 3.67270
H 1.37983 -1.48276 1.13067
H -1.38451 -5.13680 3.02356
```


(5)
Formula: C31H53Br33N2OP
Source: OMol25
Level of theory: wB97M-V/def2-TZVPD

Properties
* expectation value of S²: 0.754
* Kohn-Sham gap (alpha / beta): 7.875 / 7.996 eV
* 2S+1: 2
* electronic energy: -86681.2993 Eh

Geometry as XYZ:
```
121
C31H53Br33N2OP (wB97M-V/def2-TZVPD)
C -2.81614 1.83783 6.87376
C -1.54437 1.43673 7.65047
C -0.27896 1.32482 6.75471
C 0.33988 -0.06754 6.77390
C 1.76423 -0.06967 6.21380
C 1.83146 0.21514 4.67638
C 2.72156 -0.83082 3.98178
C 2.73272 -0.85767 2.42685
C 1.47550 -1.43706 1.68967
C 1.41495 -0.79946 0.27075
C 0.03794 -0.48350 -0.33574
C -0.91947 0.41617 0.46524
P -2.03958 -0.75583 1.40341
N -2.26701 -0.32325 2.90300
C -0.25745 1.45148 1.37733
C 0.18187 2.76971 0.72619
C 0.57079 3.69648 1.89313
C 1.46469 2.64820 -0.11315
N -0.87220 3.45748 -0.07565
O -1.19676 4.61926 0.36614
C -2.10579 2.66517 -0.25165
C -3.12364 2.87505 0.88994
C -2.79841 3.24875 -1.50182
C -1.84960 1.18056 -0.56005
H -3.46974 0.96865 6.79818
H -2.61579 2.14340 5.85862
H -3.40616 2.59628 7.37625
H -1.75269 0.49648 8.15313
H -1.40443 2.19597 8.42395
H 0.43280 2.03734 7.16307
H -0.56854 1.64856 5.76327
H 0.36609 -0.39252 7.81283
H -0.25467 -0.74022 6.16644
H 2.24891 -1.01578 6.44410
H 2.33327 0.70557 6.72590
H 2.24646 1.21048 4.53225
H 0.81083 0.23111 4.30853
H 2.52112 -1.80977 4.40927
H 3.73134 -0.51715 4.24545
H 2.87556 0.17937 2.13508
H 3.55935 -1.48352 2.10286
H 0.61950 -1.22534 2.32366
H 1.63142 -2.51013 1.64659
H 2.07085 0.05489 0.20762
H 1.84963 -1.53084 -0.41075
H -0.48158 -1.43181 -0.49340
H 0.21562 -0.08992 -1.33329
H -1.40486 -2.01965 1.31959
H -3.24999 -0.90302 0.68594
H -3.26056 -0.21105 3.05517
H -0.99186 1.71018 2.13604
H 0.59412 1.07377 1.92128
H 1.34757 3.15371 2.43643
H 1.02345 4.61695 1.55794
H -0.24019 3.83464 2.59679
H 1.87501 3.64076 -0.25604
H 2.18220 2.13320 0.51766
H 1.31128 2.11610 -1.04502
H -3.83376 2.05530 0.92372
H -2.64023 3.02060 1.84793
H -3.64173 3.79984 0.67214
H -3.04272 4.28788 -1.33434
H -2.18949 3.08402 -2.38589
H -3.72598 2.69963 -1.64201
H -2.83806 0.73678 -0.62791
H -1.44719 1.12140 -1.56886
C 2.85582 -4.24663 -1.56602
Br 2.02385 -4.79789 -3.22074
Br 3.80912 -2.58668 -1.76970
Br 1.57886 -4.17117 -0.12356
H 3.58483 -5.00091 -1.30837
C 0.54049 1.91573 11.23033
Br 1.25709 0.16090 10.88189
Br 0.68617 3.05927 9.68766
Br -1.27344 1.82933 11.87866
H 1.13917 2.35530 12.01312
C 1.59182 -4.96914 -7.62568
Br 0.39101 -5.82168 -6.38085
Br 3.19485 -6.00317 -7.88812
Br 0.71009 -4.56463 -9.29044
H 1.88766 -4.02908 -7.18425
C -0.77214 3.73167 -5.80935
Br -0.82000 1.95339 -5.07087
Br -2.52346 4.30841 -6.36894
Br 0.03725 4.98422 -4.58990
H -0.14757 3.69388 -6.69013
C 0.98013 -9.61051 -5.79156
Br -0.20950 -10.83694 -4.89835
Br 2.67667 -9.47641 -4.88940
Br 1.19870 -10.05404 -7.65373
H 0.52150 -8.63429 -5.75099
C -0.11096 -0.58426 -8.67012
Br 1.15674 -1.43826 -7.50041
Br -1.92236 -1.04331 -8.20154
Br 0.15856 1.32070 -8.69346
H 0.06255 -0.94957 -9.67163
C -6.69986 4.05640 7.90450
Br -5.99622 2.86453 9.24547
Br -6.23109 3.48167 6.12563
Br -8.60251 4.30076 8.09494
H -6.23768 5.01940 8.05960
C -4.91428 -0.29416 -3.17480
Br -3.89083 -1.68612 -2.33396
Br -6.02917 0.64156 -1.90682
Br -3.75042 0.90144 -4.13254
H -5.57250 -0.76179 -3.89145
C 5.21900 -0.70651 -5.52115
Br 5.42651 -0.48574 -7.42514
Br 4.85442 0.96795 -4.63965
Br 3.88293 -2.02824 -5.09585
H 6.15989 -1.07172 -5.13791
C 6.89529 -8.08276 -3.62843
Br 6.49319 -8.99042 -1.97639
Br 7.16168 -9.32193 -5.07921
Br 5.55193 -6.76982 -4.05934
H 7.82519 -7.55408 -3.48413
C -1.42193 4.98254 -10.50344
Br -1.32901 5.35721 -12.39169
Br -1.72760 6.58371 -9.47573
Br -2.72537 3.61634 -10.11467
H -0.45747 4.59534 -10.20998
```


(6)
Formula: C12H24Br2Cl10F12OP2V
Source: OMol25
Level of theory: wB97M-V/def2-TZVPD

Properties
* expectation value of S²: 0.788
* Kohn-Sham gap (alpha / beta): 7.801 / 7.914 eV
* 2S+1: 2
* electronic energy: -13122.3808 Eh

Geometry as XYZ:
```
64
C12H24Br2Cl10F12OP2V (wB97M-V/def2-TZVPD)
O 2.34609 -20.30999 -9.97701
V 2.61741 -19.00606 -9.11573
P 0.81593 -16.83852 -9.55824
F 1.27029 -17.97755 -10.64601
F 0.89822 -15.64769 -10.61021
F -0.75547 -17.24641 -9.76679
F 0.51563 -15.96763 -8.26354
F 0.99621 -18.24415 -8.45130
F 2.47607 -16.78477 -9.21570
P 4.55003 -19.47311 -7.15119
F 4.22067 -18.07704 -7.85302
F 2.82088 -19.76643 -7.30275
F 4.62207 -20.06672 -8.70378
F 4.66769 -20.92992 -6.52603
F 6.14200 -19.14537 -7.07655
F 4.33276 -18.85384 -5.66176
Br 9.98968 -21.48086 -6.98163
C 8.23014 -21.51931 -6.19327
C 8.21394 -20.95739 -4.76715
Br 8.91965 -19.24380 -4.67453
H 7.90451 -22.55349 -6.09736
H 7.57562 -20.98577 -6.87456
H 8.80162 -21.57952 -4.08129
H 7.16541 -20.90972 -4.45127
Cl 7.44184 -20.58781 -9.85767
C 7.43564 -22.36047 -9.89715
C 6.05075 -22.90628 -9.66750
Cl 4.85977 -22.44796 -10.95095
H 8.07239 -22.68911 -9.07338
H 7.89845 -22.60103 -10.85555
H 5.68864 -22.49488 -8.72181
H 6.01727 -23.98972 -9.57425
Cl -0.80466 -18.78637 -5.42959
C -1.58267 -20.34012 -5.75503
C -1.46521 -20.57044 -7.30757
Cl 0.17010 -20.95051 -7.83458
H -2.62167 -20.17797 -5.49489
H -1.09912 -21.14814 -5.20603
H -1.85436 -19.78150 -7.96071
H -2.00750 -21.49134 -7.57068
Cl 2.91639 -22.68905 -3.35521
C 3.18803 -21.02730 -3.95984
C 2.88849 -19.91608 -2.96949
Cl 1.12689 -19.86841 -2.67092
H 2.54679 -20.86210 -4.82400
H 4.25970 -21.00121 -4.17000
H 3.17668 -18.96954 -3.41672
H 3.35985 -20.09558 -2.00369
Cl 6.45548 -16.17876 -8.66413
C 8.06013 -16.63468 -9.21641
C 8.88104 -17.31265 -8.08869
Cl 9.41572 -16.18325 -6.84452
H 8.53606 -15.72405 -9.60848
H 7.92018 -17.29722 -10.08857
H 9.83200 -17.63399 -8.53815
H 8.35916 -18.13408 -7.61159
Cl 0.79515 -15.09228 -1.56979
C 1.27097 -16.33026 -2.76461
C 1.54904 -15.57479 -4.11162
Cl 2.02751 -16.79757 -5.30351
H 0.43889 -17.01887 -2.91448
H 2.17205 -16.78116 -2.36756
H 2.39123 -14.88925 -4.01551
H 0.64697 -15.05413 -4.43058
```